Entry from the OMol25 dataset: a cluster of 11 separate species, C41H84O17S in total (ωB97M-V/def2-TZVPD).

Summary:
HOMO energy: -9.36 eV
Electronic energy: -3289.46318 a.u.
SMILES: CCOS(C)(=O)=O.COC(=O)OC.COC(=O)OC.C1CCOC1.C1CCOC1.C1CCOC1.C1CCOC1.C1CCOC1.C1CCOC1.C1CCOC1.C1CCOC1
Frontier orbital gap: 9.91 eV
LUMO: 0.55 eV

Geometry as XYZ:
```
143
Properties=species:S:1:pos:R:3:forces:R:3
C -8.65328 -1.65118 -3.30756 0.8 -0.5 0.7
C -10.11926 -1.44535 -3.09935 0.0 0.3 -0.3
O -10.48083 -2.01014 -1.80197 -1.7 -0.7 -0.3
S -12.02865 -2.61370 -1.69047 -0.3 1.6 1.1
C -12.96885 -0.99558 -1.57178 0.6 -2.1 -0.3
O -12.39766 -3.15912 -2.95627 0.1 -0.7 -0.1
O -12.16468 -3.37734 -0.45127 0.7 1.4 -2.1
H -8.29507 -0.88774 -3.99816 0.3 -0.4 -0.2
H -8.36521 -2.67723 -3.53634 -0.4 0.0 -0.9
H -8.09616 -1.58324 -2.37316 -0.2 0.8 0.3
H -10.31166 -0.37531 -3.17730 -0.2 0.2 0.9
H -10.69682 -1.81915 -3.94482 -0.1 -0.7 0.4
H -12.54879 -0.56643 -0.66213 -0.6 0.5 -0.3
H -14.02237 -1.27355 -1.60196 0.0 -0.1 0.9
H -12.88133 -0.48759 -2.53219 0.8 0.3 0.3
C 3.72661 -2.84569 -8.28763 0.5 0.9 0.3
O 4.85836 -2.02855 -8.79287 0.1 0.7 -0.1
C 4.78192 -0.65554 -8.82963 -4.0 -0.3 0.5
O 3.75114 -0.07388 -8.35593 4.7 -1.1 -1.8
O 5.82611 -0.17386 -9.59462 -1.1 -0.9 2.1
C 6.00170 1.24640 -9.61487 -1.1 0.6 -0.4
H 2.98895 -2.21240 -7.79479 0.1 0.0 -0.3
H 4.10767 -3.55104 -7.54914 0.4 0.2 -0.1
H 3.28257 -3.44259 -9.08426 0.2 0.5 -0.3
H 6.58827 1.70825 -8.82068 0.3 -0.8 0.2
H 5.00612 1.68152 -9.52755 0.0 0.2 -0.3
H 6.44950 1.48769 -10.57889 -0.1 -0.1 0.1
C -6.05554 12.51060 2.48971 0.5 0.5 -0.3
O -6.31119 11.21107 1.93970 -1.5 1.5 -0.6
C -5.65252 10.21124 2.46295 0.2 0.6 -0.1
O -4.96233 10.36162 3.41155 1.5 -0.9 1.9
O -5.87610 9.16046 1.72860 -0.1 -1.8 -1.7
C -5.43890 7.82999 2.06412 -1.3 0.2 2.3
H -6.14024 12.66974 3.56469 -0.4 -0.9 0.1
H -6.75133 13.19532 2.00482 0.1 -0.2 -0.2
H -5.02250 12.78035 2.27019 0.0 0.1 -0.2
H -6.10708 7.10111 1.60544 0.6 0.4 -1.1
H -5.79129 7.67483 3.08384 0.5 0.1 0.5
H -4.36996 7.61693 2.07319 -0.1 0.4 -0.7
C -5.84240 -8.42895 1.56836 0.4 1.7 0.8
C -6.55085 -8.19688 0.26836 -0.5 -1.9 -0.6
C -5.43812 -8.77938 -0.70066 -1.6 1.7 0.6
O -4.33566 -8.08948 -0.17371 1.4 0.0 -2.2
C -4.44141 -7.85559 1.19706 -1.2 -1.6 0.1
H -5.83918 -9.47249 1.88317 0.1 0.1 -0.1
H -6.23302 -7.80035 2.36859 -0.2 -0.3 0.2
H -6.77296 -7.14122 0.11234 0.6 0.1 -0.4
H -7.53990 -8.65336 0.22967 0.1 -0.5 -0.1
H -5.66778 -8.46787 -1.71964 0.5 0.1 -0.1
H -5.23134 -9.84955 -0.69227 -0.6 -0.2 0.3
H -4.42970 -6.76915 1.28423 0.5 -0.1 0.9
H -3.68861 -8.50112 1.64948 0.5 0.9 0.6
C -1.75775 8.45555 -3.79144 -0.5 0.8 1.6
C -1.20668 8.83375 -5.19347 0.8 1.0 1.6
C -1.52528 7.67176 -6.05375 -1.4 -1.3 1.7
O -2.65259 7.07029 -5.34711 -1.1 -0.9 -0.5
C -2.52965 7.13860 -3.89153 1.6 1.3 -2.9
H -2.43138 9.18297 -3.33847 0.0 0.5 -0.5
H -0.98641 8.37809 -3.02520 0.4 -0.1 -0.2
H -0.13456 8.97803 -5.05989 0.1 0.1 -0.3
H -1.61383 9.78243 -5.54325 -0.2 -0.2 -0.1
H -0.77292 6.88707 -5.97430 0.5 0.3 -0.8
H -1.86005 7.95162 -7.05260 0.2 -0.5 0.0
H -1.82083 6.39501 -3.52719 -0.7 -0.8 0.1
H -3.55128 7.15352 -3.51183 0.4 -0.3 0.2
C 1.04346 -0.20338 1.27408 0.4 -1.6 -0.8
C 1.79517 -0.42935 -0.06784 1.7 1.0 0.5
C 1.13072 0.63178 -0.99922 -1.2 -0.9 1.7
O -0.02285 1.10770 -0.19364 0.1 0.9 -0.9
C -0.35313 0.10959 0.76424 0.7 0.2 -0.1
H 1.52701 0.66695 1.71771 -0.6 0.4 0.0
H 1.15203 -0.97083 2.04045 -0.2 -0.4 -0.3
H 1.99207 -1.41490 -0.48975 -1.4 -0.3 0.0
H 2.84431 -0.20056 0.11936 0.2 0.7 0.0
H 0.77436 0.12872 -1.89812 -0.1 0.3 -0.2
H 1.72775 1.51361 -1.23168 0.0 -0.2 0.0
H -0.92388 -0.61332 0.18138 0.5 -1.1 0.4
H -1.01747 0.36729 1.58907 0.0 1.1 -0.3
C 6.10099 -10.49640 3.08433 -0.7 -0.6 0.6
C 5.98799 -9.83682 1.65658 2.2 -2.6 1.0
C 4.97308 -8.83645 1.83105 -2.4 2.2 0.7
O 4.46441 -8.87721 3.23775 -1.6 0.6 -2.0
C 5.39020 -9.50066 4.04858 3.3 1.0 -1.3
H 7.12562 -10.71564 3.38462 0.0 0.1 -0.1
H 5.52344 -11.41434 3.19363 0.1 -0.3 -0.5
H 5.81449 -10.52938 0.83295 -0.3 -0.3 0.3
H 6.95764 -9.39615 1.42481 0.0 0.1 0.1
H 4.10079 -8.84655 1.17754 -0.3 -0.8 0.3
H 5.42077 -7.90793 1.47678 0.0 0.9 1.2
H 5.12622 -9.80715 5.06075 -1.0 -0.6 -0.5
H 6.11729 -8.71469 4.25278 0.7 0.2 0.4
C 6.54908 6.55541 -1.42543 1.0 -2.3 0.2
C 7.08554 6.67233 -2.84654 -0.4 1.5 -1.3
C 6.21204 7.90817 -3.40197 0.6 -2.2 -0.3
O 5.61102 8.36530 -2.27721 -1.8 2.9 1.8
C 5.32438 7.37704 -1.32184 -0.1 1.0 0.0
H 7.32391 6.86144 -0.72253 -0.2 -0.1 0.2
H 6.30681 5.49883 -1.31130 0.2 -0.1 0.7
H 6.92944 5.75682 -3.41713 -0.1 0.1 -0.1
H 8.14536 6.91793 -2.91404 0.0 -0.1 0.2
H 5.41195 7.54549 -4.04727 0.2 -0.2 -0.7
H 6.72996 8.74865 -3.86399 0.2 -0.3 -0.1
H 4.35632 6.89406 -1.45478 0.0 -0.5 -0.8
H 5.18710 7.85815 -0.35344 0.4 0.2 0.0
C 5.63253 -0.74181 10.08743 1.1 0.9 0.3
C 5.90167 -1.73599 8.98594 -0.9 -1.1 0.0
C 4.68780 -1.56893 8.09304 0.6 0.5 0.0
O 4.37436 -0.17417 8.19197 -0.2 -0.2 -1.7
C 4.90613 0.41985 9.33869 -0.2 -0.9 1.6
H 6.60746 -0.48831 10.50377 -0.1 0.6 0.1
H 5.07319 -1.10347 10.95023 -0.3 -0.3 -0.4
H 5.95924 -2.76734 9.33393 0.2 0.0 0.1
H 6.80051 -1.52653 8.40601 0.1 0.2 0.2
H 3.81996 -2.15165 8.40189 0.0 -0.1 0.1
H 4.99845 -1.83784 7.08345 -0.6 0.2 -0.3
H 4.04271 0.76197 9.90928 0.1 0.2 0.4
H 5.53593 1.29241 9.16527 0.2 -0.1 -0.5
C -8.95810 -0.38624 6.25145 1.2 -0.1 0.4
C -8.52227 -1.53394 5.35935 -1.7 -2.2 1.3
C -7.62963 -1.01584 4.33267 1.1 0.1 1.1
O -7.95771 0.33271 4.23099 -0.5 1.8 -1.4
C -8.72151 0.83775 5.33981 -0.3 -1.7 0.3
H -8.24414 -0.32560 7.07285 0.0 0.0 0.2
H -9.93573 -0.49529 6.72100 -0.1 0.1 -0.4
H -9.37760 -2.02217 4.89230 -0.3 0.2 -0.1
H -8.00537 -2.35109 5.86254 -0.2 0.0 0.5
H -7.72274 -1.70635 3.49445 0.1 1.0 -0.9
H -6.60970 -1.06278 4.71429 0.4 -0.2 -0.3
H -9.69216 1.19041 4.99111 0.3 0.5 -0.2
H -8.13822 1.55034 5.92298 -0.2 0.5 -0.5
C 11.27811 -1.65401 -2.41930 -1.0 0.7 0.8
C 12.20892 -2.63307 -1.68007 1.9 0.1 -2.1
C 11.30371 -3.71515 -1.26796 -1.5 -0.5 1.1
O 10.33651 -3.81995 -2.28946 -0.8 0.3 -0.6
C 10.08938 -2.52326 -2.89862 1.1 -0.9 0.3
H 11.73361 -1.08771 -3.23166 0.2 -0.2 0.1
H 10.83459 -0.93169 -1.73401 0.3 0.2 0.2
H 12.94539 -2.29377 -0.95166 -0.7 0.5 0.4
H 12.87069 -2.96672 -2.47936 0.1 -0.5 -0.2
H 10.87716 -3.40202 -0.31501 -0.7 0.3 0.3
H 11.56548 -4.74281 -1.01595 1.0 0.1 -0.6
H 9.11199 -2.13320 -2.61459 0.0 0.0 0.3
H 10.06882 -2.67446 -3.97788 0.1 -0.1 0.0
```
Positions in Å, forces in eV/Å.

Here are the Löwdin charges for atoms 1 to 6, given in e: -0.079, -0.290, -0.261, 0.653, -0.093, -0.302